{
  "formula": "C4H11N2",
  "method": "ωB97M-V with the def2-TZVPD basis set",
  "symbols": ["N", "N", "C", "C", "C", "C", "H", "H", "H", "H", "H", "H", "H", "H", "H", "H", "H"],
  "xyz": [[0.247, 1.605, 0.096], [0.819, -0.166, 2.248], [-0.998, -0.118, -1.120], [-0.383, 0.379, 0.154], [0.006, -0.804, -2.029], [-0.345, -0.324, 1.288], [-1.538, 0.665, -1.643], [-0.394, -1.581, -2.680], [-1.806, -0.807, -0.838], [1.576, 0.299, 1.744], [0.132, 2.304, 0.799], [0.442, -0.067, -2.704], [0.815, -1.333, -1.518], [0.405, 1.997, -0.806], [-0.650, -1.356, 1.364], [0.586, 0.385, 3.066], [1.085, -1.079, 2.579]],
  "atomic_forces_ev_per_a": [[0.439, -0.483, -0.034], [-1.264, 1.049, -0.684], [-1.242, -0.936, 0.588], [0.282, 1.336, -0.296], [0.746, -0.205, -0.721], [0.963, -1.731, 0.528], [0.241, 0.336, 0.011], [-0.567, 0.230, 0.105], [0.307, -0.109, 0.027], [0.309, 0.023, 0.055], [-0.083, 0.041, 0.467], [0.269, -0.061, 0.064], [-0.043, 0.336, 0.302], [-0.098, 0.189, -0.510], [-0.644, 0.170, -0.217], [0.004, 0.252, 0.273], [0.379, -0.437, 0.042]],
  "gap_ev": 9.907,
  "smiles": "CC/C(N)=C/[NH3+]",
  "charge": 1,
  "molar_mass_g_mol": 87.15,
  "homo_energy_ev": -13.47,
  "energy_ha": -268.2478,
  "lumo_ev": -3.6
}

{
  "formula": "C33H46F2NO14S2Si",
  "method": "ωB97M-V with the def2-TZVPD basis set",
  "symbols": ["S", "S", "Si", "F", "F", "O", "O", "O", "O", "O", "O", "O", "O", "O", "O", "O", "O", "O", "O", "N", "C", "C", "C", "C", "C", "C", "C", "C", "C", "C", "C", "C", "C", "C", "C", "C", "C", "C", "C", "C", "C", "C", "C", "C", "C", "C", "C", "C", "C", "C", "C", "C", "C", "H", "H", "H", "H", "H", "H", "H", "H", "H", "H", "H", "H", "H", "H", "H", "H", "H", "H", "H", "H", "H", "H", "H", "H", "H", "H", "H", "H", "H", "H", "H", "H", "H", "H", "H", "H", "H", "H", "H", "H", "H", "H", "H", "H", "H", "H"],
  "xyz": [[-0.528, 1.576, -0.620], [0.969, -0.420, -2.112], [-5.697, -0.283, -0.735], [-2.271, -0.376, -1.725], [-2.761, 2.024, -2.095], [-10.916, -1.473, -1.261], [2.486, -0.578, -2.519], [2.138, -5.355, 0.887], [8.986, 0.211, 1.665], [3.702, 4.598, 0.917], [-0.654, 3.148, -0.526], [8.030, 4.185, -1.683], [0.168, -0.915, -3.376], [-0.146, 1.140, 0.849], [8.498, 2.092, -2.477], [5.558, 4.402, 2.239], [6.723, 0.236, 1.990], [1.489, -6.582, 2.704], [-10.411, -0.288, 0.628], [0.730, 1.274, -1.789], [3.919, 2.623, 2.174], [3.750, -6.760, 1.862], [3.318, -5.276, 0.088], [-12.650, -0.943, 0.340], [7.863, 2.226, 1.219], [-4.269, -4.716, -0.475], [-4.790, 1.291, -0.098], [2.904, 2.412, 1.079], [0.700, -1.568, -0.660], [-4.946, -1.955, -0.065], [-4.956, -3.303, -1.049], [-3.581, -4.852, 1.024], [6.868, 3.482, -3.601], [-7.640, -0.210, -0.551], [-12.577, 0.151, 1.375], [9.970, 1.184, 1.319], [-3.609, -3.539, 2.005], [6.761, 4.980, -3.471], [7.753, 0.796, 1.655], [-5.385, -0.331, -2.674], [4.436, -5.746, 0.981], [-4.289, -2.161, 1.425], [2.345, -6.242, 1.904], [0.619, -2.443, 0.466], [9.223, 2.256, 0.569], [2.525, 3.821, 0.705], [-2.242, 0.980, -1.134], [-3.193, 1.101, 0.214], [-11.260, -0.941, -0.219], [-11.131, 0.113, 1.794], [7.098, 5.211, -2.021], [4.516, 3.946, 1.799], [7.894, 3.148, -2.561], [10.426, 1.562, 2.240], [-2.926, 0.225, 0.943], [3.383, 1.917, 0.225], [-12.802, 1.116, 0.905], [4.191, -6.787, 2.861], [5.287, -6.151, 0.428], [3.446, 2.711, 3.156], [7.553, 6.192, -1.859], [-7.969, 0.836, -0.958], [7.207, 3.189, -4.597], [2.050, 1.803, 1.386], [-5.300, 1.575, 0.942], [3.189, -5.919, -0.790], [-4.668, -1.239, -2.967], [6.222, 5.114, -1.371], [-13.270, 0.012, 2.209], [7.818, 2.872, 2.101], [-4.272, -1.202, 2.135], [9.131, 1.975, -0.487], [-5.433, -3.270, -2.138], [0.872, -3.288, 1.270], [3.468, -4.246, -0.246], [2.217, 3.896, -0.342], [7.516, 5.459, -4.108], [3.750, -7.757, 1.411], [-6.398, -0.340, -3.270], [-4.820, 0.661, -2.986], [-13.387, -0.715, -0.434], [-10.776, 1.093, 2.127], [-2.843, 2.100, 0.766], [5.928, 2.984, -3.349], [-3.059, -5.824, 1.441], [-12.852, -1.918, 0.792], [4.676, 1.836, 2.177], [7.073, 2.484, 0.510], [-4.278, -5.649, -1.215], [4.796, -4.912, 1.595], [-7.935, -0.374, 0.589], [9.709, 3.234, 0.617], [-3.148, -3.498, 3.106], [-5.003, 2.227, -0.805], [10.746, 0.722, 0.703], [5.782, 5.375, -3.754], [-8.115, -1.032, -1.255], [1.725, 4.218, 1.339], [-10.947, -0.619, 2.587]],
  "atomic_forces_ev_per_a": [[4.092, 4.898, 3.882], [2.880, -1.126, -6.209], [-0.095, -0.492, -1.700], [0.140, 4.233, 1.458], [1.568, -3.374, 2.056], [-0.177, 1.102, 1.774], [-4.865, 0.780, 2.620], [-0.320, -0.465, 0.935], [-0.774, -0.247, 0.132], [1.299, 0.122, 0.562], [-0.103, -5.294, -1.333], [0.413, -0.863, -0.311], [1.655, 1.623, 5.294], [-1.977, -0.074, -5.192], [-0.592, 1.784, 0.051], [-1.201, -0.025, -0.946], [1.830, 0.308, -0.439], [1.000, 0.908, -1.396], [-0.402, -0.317, -0.626], [-2.480, -2.721, 2.068], [0.024, -0.398, -0.290], [0.530, 0.139, 0.144], [0.354, 0.485, -0.800], [-0.474, 0.322, 0.053], [0.182, 0.223, -0.370], [-0.125, 2.691, 1.621], [0.042, 0.895, 1.349], [-0.400, -0.823, -0.134], [-0.379, -6.359, 8.413], [1.963, -4.973, 1.705], [1.939, -0.468, 4.198], [-1.723, 4.101, -0.796], [-0.049, 0.256, -0.427], [0.042, -0.140, 0.322], [-0.764, 0.422, 0.367], [0.665, 0.155, -0.043], [-1.739, 0.568, -4.054], [-0.347, 0.555, -0.643], [-1.740, -0.656, 0.699], [0.669, 0.260, -0.914], [0.892, 0.129, 0.000], [0.168, -2.186, -1.685], [-1.604, -0.722, 1.125], [1.520, 5.662, -7.997], [0.330, 0.492, -0.638], [-1.005, -0.221, -0.483], [-2.926, -0.067, -0.124], [0.543, 1.102, 0.044], [0.833, -1.199, -1.816], [0.187, 0.298, 0.602], [-0.419, 0.737, 0.316], [1.058, 0.655, 0.798], [0.684, -1.734, 0.210], [-0.015, -0.070, 0.011], [-0.614, 1.530, -1.684], [-0.149, 0.039, 0.090], [0.042, -0.131, 0.115], [-0.297, -0.299, -0.106], [-0.137, 0.128, 0.008], [0.160, 0.016, 0.029], [0.051, -0.281, 0.176], [0.374, -1.858, 0.956], [-0.145, -0.315, 0.283], [0.094, 0.176, -0.226], [1.183, -0.484, -2.008], [-0.042, 0.055, 0.075], [-1.706, 2.032, 0.442], [0.093, 0.005, -0.014], [0.144, 0.066, -0.056], [-0.287, -0.043, -0.083], [-0.039, -2.367, -1.654], [0.122, 0.108, 0.383], [1.225, -0.133, 2.684], [-0.867, 2.324, -2.299], [-0.313, -0.166, 0.030], [0.060, 0.173, 0.239], [-0.120, -0.025, 0.094], [-0.071, 0.002, 0.167], [1.987, -0.230, 1.064], [-1.073, -2.047, 0.574], [0.186, -0.392, 0.013], [0.170, -0.236, -0.135], [-0.484, -2.208, -1.408], [0.123, -0.124, -0.069], [-1.287, 2.116, -1.261], [-0.001, 0.006, -0.182], [0.042, 0.223, 0.329], [-0.081, -0.001, 0.423], [0.107, 2.234, 1.920], [-0.037, -0.112, -0.154], [0.335, 0.440, -2.659], [-0.010, -0.149, 0.002], [-1.095, -0.318, -2.827], [0.646, -2.143, 1.428], [-0.164, -0.144, 0.214], [0.148, -0.008, 0.115], [0.858, 1.627, 1.678], [0.057, -0.022, -0.092], [0.006, 0.043, -0.055]],
  "gap_ev": 8.246,
  "charge": -1,
  "molar_mass_g_mol": 810.94,
  "homo_energy_ev": -6.45,
  "energy_ha": -3678.2634,
  "lumo_ev": 1.8
}

{
  "formula": "C5H7NO",
  "method": "ωB97M-V with the def2-TZVPD basis set",
  "symbols": ["O", "N", "C", "C", "C", "C", "C", "H", "H", "H", "H", "H", "H", "H"],
  "xyz": [[1.884, -0.595, -0.978], [-0.489, 0.729, 1.329], [-0.365, -0.743, 1.009], [1.205, -0.248, 0.171], [-1.218, -0.662, -0.225], [0.426, 1.020, 0.194], [-1.038, 0.804, -0.040], [1.578, -0.096, -1.755], [-0.335, -1.446, 1.865], [-0.460, -0.539, -1.796], [-2.125, -1.253, -0.374], [1.801, -0.573, 1.007], [-1.689, 1.593, -0.389], [0.825, 2.008, -0.017]],
  "atomic_forces_ev_per_a": [[-0.539, -0.147, 0.018], [-0.324, -0.344, 0.169], [2.035, -0.580, -1.467], [-1.131, -0.405, 1.023], [1.003, 0.329, -2.406], [0.247, 0.551, 0.052], [-0.301, 0.422, -0.295], [-0.263, -0.330, 0.485], [-0.115, 0.161, -1.018], [-1.599, -1.354, 2.917], [0.180, 0.634, -0.047], [0.600, 0.842, 0.189], [0.125, 0.145, 0.038], [0.082, 0.077, 0.342]],
  "gap_ev": 9.034,
  "molar_mass_g_mol": 97.12,
  "homo_energy_ev": -8.71,
  "energy_ha": -324.4642,
  "lumo_ev": 0.3
}